Record 1
C22H25BrN2O9P2Pd | wB97M-V/def2-TZVPD

For the total energy, the calculation gives -136734.1859 eV. The net charge is 0.

Each line ends with the Löwdin charge.
Cartesian coordinates (Å):
Pd (-1.10221, -1.16975, -0.89288)  1.00
C (-1.33488, 1.25550, -4.54627)  -0.06
C (-2.22230, 0.01901, -4.41514)  -0.60
O (-3.03253, -0.18054, -5.58200)  -0.06
P (-1.18441, -1.46851, -4.28843)  0.45
O (-2.21845, -2.66101, -4.10502)  -0.14
O (-0.59714, -1.72619, -5.74258)  -0.09
O (-0.10934, -1.39753, -3.27051)  -0.29
P (-3.29472, 0.21651, -2.92587)  0.35
O (-4.13418, -1.19944, -2.91836)  -0.17
O (-4.23258, 1.33215, -3.14622)  -0.27
O (-2.35336, 0.19216, -1.73628)  -0.40
H (-0.73047, 1.18140, -5.45082)  0.09
H (-0.67583, 1.34911, -3.68448)  0.09
H (-1.96438, 2.14404, -4.60620)  0.09
H (-3.73748, 0.48143, -5.55394)  0.10
H (-3.10454, -2.35054, -3.82038)  0.05
H (-1.28267, -1.66624, -6.42172)  0.09
H (-5.07751, -1.00126, -2.93416)  0.09
Br (-3.12983, -1.81207, 1.47863)  0.83
C (-2.86601, -3.26085, 0.31093)  -0.72
C (-3.38854, -4.49796, 0.63970)  -0.10
C (-3.13231, -5.55459, -0.21681)  -0.05
C (-2.36460, -5.33728, -1.34667)  -0.03
C (-1.89124, -4.06309, -1.59768)  -0.10
N (-2.14906, -3.02771, -0.79055)  -0.05
H (-3.96586, -4.62145, 1.54270)  0.10
H (-3.52006, -6.53925, 0.00854)  0.12
H (-2.12772, -6.13888, -2.03059)  0.11
H (-1.28971, -3.84418, -2.46223)  0.10
C (1.97011, 6.14370, 2.53927)  -0.05
C (2.03519, 4.76074, 3.13273)  -0.23
C (2.15016, 4.61708, 4.51127)  -0.06
C (2.19348, 3.36053, 5.09298)  -0.08
C (2.12720, 2.22781, 4.30286)  -0.04
C (2.04150, 2.35630, 2.91884)  -0.19
N (1.93689, 1.23623, 2.06940)  0.11
C (2.46438, -0.01510, 2.25988)  -0.16
C (3.56995, -0.23112, 3.10308)  -0.03
C (4.10441, -1.48909, 3.26087)  -0.07
C (3.57638, -2.59458, 2.59170)  -0.09
C (2.50961, -2.40193, 1.74644)  -0.02
C (1.94494, -1.13414, 1.56441)  -0.07
C (0.82545, -1.01815, 0.63032)  -0.52
O (0.27714, -2.10386, 0.16792)  -0.12
O (0.34635, 0.07511, 0.22716)  -0.04
C (1.98774, 3.62305, 2.32133)  -0.16
C (1.86827, 3.71528, 0.82354)  -0.03
H (1.99036, 6.89532, 3.32695)  0.07
H (1.05701, 6.28909, 1.95938)  0.09
H (2.81346, 6.33547, 1.87302)  0.08
H (2.19438, 5.50236, 5.13365)  0.10
H (2.26055, 3.26228, 6.16887)  0.10
H (2.11638, 1.24688, 4.75501)  0.11
H (1.27797, 1.30637, 1.30727)  0.10
H (4.01703, 0.61083, 3.60868)  0.11
H (4.96286, -1.61356, 3.90934)  0.11
H (4.00723, -3.57716, 2.72170)  0.10
H (2.08551, -3.23011, 1.19532)  0.12
H (2.60866, 3.07753, 0.33750)  0.09
H (2.00883, 4.73170, 0.46683)  0.07
H (0.88453, 3.38213, 0.47778)  0.09

Record 2
C22H25CdI3N4O4S2 | wB97M-V/def2-TZVPD

For the total energy, the calculation gives -87911.2335 eV. The net charge is -2.

Each line ends with the Löwdin charge.
Cartesian coordinates (Å):
Cd (-1.25299, 0.08514, 0.66407)  1.23
I (-2.07798, 2.99289, 0.05381)  0.56
I (-4.73491, 4.79005, 0.27371)  -0.61
O (-2.28731, -1.56353, 4.42249)  -0.02
C (-2.02894, -0.76506, 3.56102)  -0.59
N (-1.78408, 0.05910, 2.73581)  -0.06
C (0.33956, 2.75711, 2.75771)  -0.10
C (1.17633, 3.65154, 1.82273)  -0.38
C (0.51815, 4.99100, 1.45694)  -0.10
C (1.73139, 2.92743, 0.60077)  -0.16
C (3.12256, 2.99741, 0.46304)  -0.10
C (3.82320, 2.41750, -0.58248)  -0.14
C (3.07717, 1.80904, -1.58070)  -0.09
C (1.68949, 1.72886, -1.51336)  -0.17
C (0.99704, 1.19355, -2.76463)  -0.38
C (-0.21310, 2.01247, -3.22565)  -0.09
C (0.64509, -0.29148, -2.69340)  -0.08
C (0.97131, 2.18214, -0.35687)  -0.34
N (-0.35000, 1.77276, -0.26985)  -0.61
H (-0.42197, 3.33129, 3.28866)  0.07
H (0.98652, 2.28860, 3.50825)  0.06
H (-0.17513, 1.95449, 2.23420)  -0.02
H (2.06139, 3.94117, 2.38885)  0.10
H (-0.29709, 4.88480, 0.74714)  -0.03
H (1.26902, 5.65242, 1.01225)  0.07
H (0.11621, 5.47607, 2.35282)  0.07
H (3.67822, 3.52231, 1.23510)  0.10
H (4.90427, 2.46711, -0.63321)  0.09
H (3.57787, 1.41509, -2.46136)  0.10
H (1.75314, 1.29693, -3.54852)  0.11
H (-1.10193, 1.77894, -2.64246)  0.03
H (-0.41842, 1.78971, -4.27865)  0.07
H (-0.03102, 3.08566, -3.12920)  0.08
H (-0.01656, -0.49537, -1.85556)  0.03
H (1.53615, -0.92055, -2.59004)  0.07
H (0.12663, -0.61026, -3.60372)  0.08
N (2.91377, 0.19378, 1.97095)  0.17
C (2.10363, -0.64985, 1.27598)  -0.62
O (0.95816, -0.86886, 1.62365)  -0.03
C (2.61526, -1.29081, 0.00000)  -0.54
I (4.72346, -1.61071, -0.17340)  0.74
H (2.40218, 0.77144, 2.62355)  0.09
H (3.64596, 0.66320, 1.46034)  0.05
H (2.34981, -0.64561, -0.83636)  0.00
H (2.14106, -2.25914, -0.10285)  0.03
O (-0.21813, -3.68799, -2.03498)  -0.31
S (-0.67051, -3.59870, -0.67227)  0.61
O (0.26969, -3.93269, 0.36238)  -0.30
N (-1.41104, -2.15435, -0.40314)  -0.20
C (-2.73409, -2.28913, -0.22888)  -0.88
S (-3.75492, -0.99729, 0.00196)  0.61
C (-3.18518, -3.72528, -0.24723)  -0.23
C (-4.45520, -4.23114, -0.04697)  -0.03
C (-4.62744, -5.60967, -0.10533)  -0.08
C (-3.54954, -6.45749, -0.35855)  -0.09
C (-2.27574, -5.94577, -0.55100)  -0.04
C (-2.12925, -4.57313, -0.47997)  -0.23
H (-5.27448, -3.55240, 0.15804)  0.10
H (-5.61157, -6.03355, 0.05246)  0.10
H (-3.70729, -7.52894, -0.40034)  0.10
H (-1.42781, -6.59226, -0.73778)  0.12

Record 3
C22H25Cl36N4O4PS | wB97M-V/def2-TZVPD

For the total energy, the calculation gives -508289.6775 eV. The net charge is 0.

Each line ends with the Löwdin charge.
Cartesian coordinates (Å):
C (5.19824, -0.47608, 0.67392)  -0.11
C (4.16337, 0.03258, 1.87864)  -0.22
N (3.11437, 0.96118, 1.30808)  -0.12
C (1.89243, 1.06478, 2.19350)  -0.16
C (0.45442, 1.02903, 1.37989)  -0.14
C (0.18261, -0.43324, 0.61454)  -0.34
C (0.90217, -0.18924, -0.83723)  -0.14
C (0.45352, -1.27300, -2.00966)  -0.11
C (1.57457, -1.06591, -3.23384)  -0.29
N (2.17144, 0.32143, -3.43624)  0.05
O (1.98654, -2.09999, -4.00330)  -0.08
C (0.51534, -1.77621, 1.49341)  -0.43
S (-0.12173, -3.45431, 0.92018)  0.69
C (-0.52938, -1.47020, 2.76347)  -0.30
O (-0.31220, -1.63208, 4.07087)  -0.09
N (-1.81229, -1.01231, 2.06123)  -0.02
C (-1.47425, -0.49236, 0.66181)  -0.40
P (-2.45193, 1.07326, 0.08863)  0.84
N (-3.36679, 1.77123, 1.47662)  -0.26
O (-3.57724, 0.49456, -1.11415)  -0.42
C (3.68022, 2.30946, 0.92066)  -0.29
C (2.68657, 3.35964, 0.10059)  -0.07
O (4.94228, 2.72837, 1.16135)  -0.07
H (4.74131, -0.23310, -0.39682)  0.07
H (6.23143, 0.11226, 0.71651)  0.09
H (5.34763, -1.64843, 0.73815)  0.08
H (4.84233, 0.52668, 2.69950)  0.13
H (3.67753, -0.94981, 2.31255)  0.11
H (1.95481, 0.23959, 3.05237)  0.14
H (1.93801, 2.13861, 2.70917)  0.08
H (0.34675, 1.92565, 0.59914)  0.10
H (-0.37916, 1.25720, 2.20373)  0.13
H (0.63726, 0.88236, -1.29227)  0.12
H (2.08848, -0.23511, -0.80881)  0.12
H (-0.62680, -1.08285, -2.41975)  0.03
H (0.58625, -2.40164, -1.67456)  0.09
H (2.92461, 0.49182, -2.71513)  0.08
H (2.70049, 0.30939, -4.35760)  0.06
H (1.61063, -1.98846, 1.84964)  0.11
H (-0.85742, -3.27465, -0.28200)  -0.10
H (-2.61454, -1.67998, 2.06988)  0.10
H (-1.93454, -1.33056, -0.05165)  0.11
H (-2.68078, 2.34645, 2.01494)  0.04
H (-4.07963, 2.45221, 1.09081)  -0.03
H (-3.02500, 0.25085, -1.93099)  0.01
H (3.25390, 4.30768, -0.31199)  0.07
H (2.15924, 2.81244, -0.81993)  0.05
H (1.82407, 3.66086, 0.85399)  0.02
C (2.32038, 5.63956, 3.37126)  -1.99
Cl (2.07481, 6.78980, 4.70961)  0.52
Cl (0.73954, 5.15225, 2.70937)  0.52
Cl (3.28662, 6.41539, 2.09102)  0.54
Cl (3.18048, 4.20076, 3.97502)  0.55
C (-4.57963, 4.83578, -1.25891)  -1.97
Cl (-3.96984, 5.99724, -0.05323)  0.52
Cl (-4.09662, 5.36467, -2.89036)  0.52
Cl (-3.89512, 3.22396, -0.93018)  0.57
Cl (-6.35696, 4.75724, -1.16198)  0.52
C (-5.95697, 0.41191, 4.29995)  -2.00
Cl (-7.12860, 1.25809, 3.25794)  0.51
Cl (-4.60014, -0.18059, 3.30870)  0.52
Cl (-5.34175, 1.53671, 5.53725)  0.51
Cl (-6.75733, -0.96662, 5.09590)  0.50
C (0.47139, -4.08353, 6.46163)  -2.00
Cl (0.74618, -2.37276, 6.87666)  0.53
Cl (1.13059, -5.12089, 7.75159)  0.51
Cl (-1.27749, -4.38101, 6.29582)  0.48
Cl (1.28632, -4.45956, 4.92249)  0.51
C (2.57142, 4.21939, -4.84131)  -1.98
Cl (3.76153, 5.35580, -5.52448)  0.52
Cl (0.95040, 4.95743, -4.88860)  0.52
Cl (2.56785, 2.71650, -5.79833)  0.49
Cl (3.00579, 3.84783, -3.15379)  0.54
C (0.17140, -6.79840, -1.21664)  -2.00
Cl (-1.09103, -6.28824, -0.06749)  0.49
Cl (-0.29066, -8.35272, -1.95503)  0.52
Cl (0.34862, -5.56520, -2.49036)  0.51
Cl (1.71866, -6.98752, -0.35370)  0.52
C (1.97139, 1.72082, -9.73205)  -2.01
Cl (1.19394, 0.68993, -10.95979)  0.52
Cl (2.59269, 0.70249, -8.40855)  0.48
Cl (3.32034, 2.61609, -10.47597)  0.52
Cl (0.77863, 2.87474, -9.08378)  0.50
C (-2.22861, -1.89724, -5.65493)  -1.99
Cl (-3.77899, -1.79027, -6.52636)  0.53
Cl (-1.81572, -3.60941, -5.38541)  0.52
Cl (-0.94861, -1.12289, -6.62269)  0.52
Cl (-2.37107, -1.06648, -4.08522)  0.55
C (-4.92860, -5.78023, 5.57464)  -2.01
Cl (-4.14250, -5.62876, 7.16637)  0.49
Cl (-4.62401, -4.30743, 4.61927)  0.49
Cl (-4.26419, -7.19303, 4.71608)  0.51
Cl (-6.68371, -5.99162, 5.79677)  0.51

Record 4
C22H25ClN4O | wB97M-V/def2-TZVPD

For the total energy, the calculation gives -43750.9365 eV. As for the SMILES: CC(C)N(C)Cc1c(C(=O)N2CCc3ccccc3C2)nc2ccc(Cl)cn12. The net charge is 0.

Each line ends with the Löwdin charge.
Cartesian coordinates (Å):
C (3.46715, 3.97996, -0.03440)  -0.05
C (3.86994, 2.68630, 0.68299)  -0.44
C (5.32656, 2.33228, 0.37493)  -0.06
N (3.00720, 1.53919, 0.41325)  -0.21
C (2.84548, 1.21115, -0.98916)  -0.07
C (1.70674, 1.62722, 1.06916)  -0.12
C (1.06621, 0.28488, 1.13460)  -0.13
C (-0.19459, -0.16590, 0.75475)  -0.11
C (-1.24471, 0.70932, 0.19053)  -0.38
O (-1.13605, 1.92880, 0.28881)  0.04
N (-2.30183, 0.15002, -0.43643)  -0.02
C (-3.31704, 1.02972, -0.97541)  -0.13
C (-4.70404, 0.50630, -0.61560)  -0.11
C (-4.86896, -0.83278, -1.26589)  -0.19
C (-6.05614, -1.23906, -1.85636)  -0.04
C (-6.14324, -2.46840, -2.48421)  -0.09
C (-5.03262, -3.29425, -2.53660)  -0.09
C (-3.84406, -2.89120, -1.95608)  -0.04
C (-3.75222, -1.66228, -1.31545)  -0.16
C (-2.47183, -1.27741, -0.63132)  -0.10
N (-0.32069, -1.49335, 1.01187)  0.15
C (0.82391, -1.87962, 1.53478)  -0.26
C (1.23902, -3.14377, 1.98079)  0.01
C (2.49973, -3.29453, 2.48104)  -0.09
C (3.36724, -2.17881, 2.53759)  -0.65
Cl (4.96438, -2.38303, 3.16072)  0.68
C (2.97069, -0.94730, 2.11008)  -0.05
N (1.71422, -0.80656, 1.62303)  0.07
H (3.60980, 3.88648, -1.10822)  0.07
H (2.42448, 4.21896, 0.16154)  0.07
H (4.08155, 4.80271, 0.32224)  0.08
H (3.79596, 2.86043, 1.76462)  0.13
H (5.98568, 3.07084, 0.82403)  0.08
H (5.51406, 2.32108, -0.69555)  0.07
H (5.57029, 1.35362, 0.78083)  0.07
H (2.38059, 0.22731, -1.06563)  0.09
H (3.81832, 1.16413, -1.47067)  0.08
H (2.20891, 1.92760, -1.52655)  0.09
H (1.00691, 2.30663, 0.56289)  0.11
H (1.85962, 1.99400, 2.09075)  0.14
H (-3.21968, 1.08380, -2.06747)  0.14
H (-3.13703, 2.02198, -0.55678)  0.12
H (-4.78387, 0.41382, 0.47120)  0.13
H (-5.47125, 1.20239, -0.95636)  0.12
H (-6.91635, -0.58581, -1.82073)  0.11
H (-7.07255, -2.77910, -2.93795)  0.10
H (-5.09255, -4.25155, -3.03269)  0.10
H (-2.97668, -3.53449, -1.99600)  0.11
H (-1.62096, -1.67243, -1.19917)  0.13
H (-2.44403, -1.76920, 0.34849)  0.13
H (0.54643, -3.96577, 1.91429)  0.12
H (2.85108, -4.25102, 2.83135)  0.10
H (3.60085, -0.07330, 2.10952)  0.12

Question: Look up the net charge of the fourth one.
Answer: 0